1.
{"formula": "C9H16FN4O2", "method": "wB97M-V/def2-TZVPD", "symbols": ["C", "C", "O", "C", "N", "C", "C", "C", "C", "O", "N", "N", "N", "C", "C", "F", "H", "H", "H", "H", "H", "H", "H", "H", "H", "H", "H", "H", "H", "H", "H", "H"], "xyz": [[-0.798, 3.384, -0.233], [-1.397, 2.232, -1.010], [-1.414, 1.088, -0.141], [-1.422, -0.137, -0.779], [-0.118, -0.814, -0.505], [0.218, -1.431, 0.634], [-0.656, -1.582, 1.811], [0.192, -1.520, 3.069], [0.304, -2.908, 3.832], [-0.451, -1.564, 4.198], [1.472, -1.888, 0.504], [1.889, -1.569, -0.690], [0.951, -0.929, -1.313], [1.061, -0.416, -2.667], [1.687, 0.989, -2.589], [1.385, 1.702, -3.702], [0.207, 3.126, 0.095], [-1.400, 3.512, 0.661], [-0.799, 4.299, -0.812], [-0.854, 2.051, -1.939], [-2.408, 2.524, -1.290], [-2.156, -0.761, -0.284], [-1.601, -0.066, -1.845], [-1.398, -0.795, 1.896], [-1.072, -2.584, 1.805], [1.086, -0.915, 3.044], [1.423, -2.721, 3.900], [0.276, -3.232, 4.876], [1.654, -1.095, -3.265], [0.076, -0.346, -3.117], [2.761, 0.886, -2.450], [1.303, 1.479, -1.693]], "mulliken_charge": [-1.343, -0.108, -0.273, -0.800, 0.144, 0.156, 0.005, 0.008, -0.950, -0.425, -0.250, -0.671, 0.862, -0.524, -0.137, -0.271, 0.301, 0.360, 0.403, 0.300, 0.330, 0.457, 0.439, 0.290, 0.336, 0.568, 0.225, 0.440, 0.345, 0.276, 0.348, 0.160], "e_lumo_ha": -0.15756, "molar_mass_g_mol": 231.3, "orbital_gap_ev": 7.7064, "spin_multiplicity": 1, "charge": 1, "smiles": "CCOCn1c(C[C@@H]2CO2)nn[n+]1CCF"}

***

2.
{"formula": "C9H16N2O2", "method": "wB97M-V/def2-TZVPD", "symbols": ["C", "C", "C", "C", "C", "C", "C", "C", "C", "H", "H", "H", "H", "H", "H", "H", "H", "H", "H", "H", "H", "H", "H", "H", "H", "N", "N", "O", "O"], "xyz": [[2.590, -0.266, 0.231], [3.851, -1.104, 0.495], [2.942, 1.227, 0.084], [1.567, -0.374, 1.351], [1.969, -0.761, -1.071], [-0.961, 0.972, -0.782], [-1.500, 1.724, 0.301], [-2.524, 1.192, 1.076], [-2.509, -0.994, -0.145], [4.599, -0.939, -0.243], [4.230, -0.904, 1.519], [3.533, -2.148, 0.514], [1.986, 1.757, -0.117], [3.390, 1.623, 1.001], [3.646, 1.424, -0.732], [0.709, 0.272, 1.086], [1.911, 0.018, 2.285], [1.217, -1.396, 1.505], [1.636, -1.786, -0.912], [1.080, -0.154, -1.333], [2.694, -0.640, -1.846], [-1.271, -0.744, -1.854], [-1.371, 2.905, 0.227], [-2.963, 1.896, 1.846], [-3.474, -0.620, 1.710], [-1.313, -0.431, -0.787], [-2.777, -0.228, 0.985], [-0.084, 1.372, -1.534], [-3.101, -2.077, -0.376]], "mulliken_charge": [2.049, -1.903, -1.617, -1.400, -1.432, 0.480, -0.480, -0.203, 0.243, 0.430, 0.387, 0.411, 0.302, 0.396, 0.381, 0.132, 0.466, 0.366, 0.412, 0.149, 0.483, 0.318, 0.280, 0.352, 0.290, 0.046, -0.105, -0.626, -0.606], "e_lumo_ha": -0.00503, "molar_mass_g_mol": 184.2, "orbital_gap_ev": 9.6414, "spin_multiplicity": 1, "smiles": "O=c1cc[nH]c(=O)[nH]1.CC(C)(C)C"}

***

3.
{"formula": "C9H16N2O4", "method": "wB97M-V/def2-TZVPD", "symbols": ["C", "C", "C", "C", "C", "C", "C", "C", "C", "H", "H", "H", "H", "H", "H", "H", "H", "H", "H", "H", "H", "H", "H", "H", "H", "N", "N", "O", "O", "O", "O"], "xyz": [[1.558, -0.724, -0.676], [0.114, -0.164, -0.759], [2.088, -1.010, 0.738], [3.620, -0.781, 0.509], [3.735, 0.285, -0.506], [-2.162, -0.432, 0.432], [-3.153, -1.284, -0.331], [-2.565, 1.066, 0.193], [-1.628, 2.060, 0.941], [2.116, 1.094, -1.559], [1.565, -1.646, -1.291], [1.835, -2.014, 1.110], [1.719, -0.196, 1.380], [4.083, -0.548, 1.482], [4.136, -1.766, 0.277], [4.671, 0.317, -1.119], [3.814, 1.212, 0.051], [-0.347, -1.484, 0.636], [-2.228, -0.657, 1.529], [-3.563, 1.111, 0.655], [-1.887, 1.160, -1.650], [-0.791, 2.306, 0.284], [-1.282, 1.642, 1.923], [-2.134, 2.978, 1.235], [-5.002, -1.373, -0.447], [2.506, 0.213, -1.325], [-0.727, -0.684, 0.146], [-0.106, 0.788, -1.466], [-2.930, -1.719, -1.467], [-2.694, 1.466, -1.185], [-4.361, -1.216, 0.259]], "mulliken_charge": [0.149, 0.510, -0.769, -0.651, -0.630, -0.215, 0.260, -0.060, -1.238, 0.302, 0.123, 0.398, 0.345, 0.398, 0.262, 0.295, 0.277, 0.280, 0.439, 0.579, 0.480, 0.259, 0.289, 0.384, 0.360, -0.369, -0.047, -0.764, -0.566, -0.625, -0.455], "e_lumo_ha": 0.01538, "molar_mass_g_mol": 216.2, "orbital_gap_ev": 9.0961, "spin_multiplicity": 1, "smiles": "C[C@@H](O)[C@H](NC(=O)[C@@H]1CCCN1)C(=O)O"}

***

4.
{"formula": "C9H16N3", "method": "wB97M-V/def2-TZVPD", "symbols": ["C", "C", "C", "C", "C", "C", "C", "H", "H", "H", "H", "H", "H", "H", "H", "C", "C", "N", "N", "N", "H", "H", "H", "H", "H", "H", "H", "H"], "xyz": [[-0.089, 0.089, 2.822], [0.746, -1.579, 1.124], [0.772, -0.277, 1.635], [1.769, -2.003, 0.276], [1.544, 0.666, 0.974], [2.635, -1.076, -0.287], [2.479, 0.267, 0.022], [0.027, -2.279, 1.533], [1.748, -3.068, 0.068], [0.130, -0.545, 3.670], [-1.144, -0.080, 2.553], [1.468, 1.718, 1.205], [3.413, -1.380, -0.979], [3.062, 1.013, -0.510], [-0.040, 1.162, 3.010], [-0.069, 0.864, -2.518], [-1.898, 0.545, -0.882], [-1.265, 1.275, -1.792], [-1.586, -0.722, -0.667], [-2.988, 1.046, -0.295], [-1.653, 2.198, -1.899], [-0.713, -1.157, -0.921], [-2.216, -1.337, -0.167], [-3.467, 0.513, 0.415], [-3.359, 1.976, -0.374], [-0.352, 0.241, -3.362], [0.519, 0.210, -1.866], [0.528, 1.719, -2.789]], "mulliken_charge": [-1.343, -0.856, 0.767, -0.424, -0.255, -0.314, -0.639, 0.510, 0.382, 0.361, 0.269, 0.361, 0.400, 0.447, 0.367, -0.504, 0.789, -0.135, -0.291, -0.441, 0.206, 0.166, 0.236, 0.196, 0.188, 0.307, -0.085, 0.338], "e_lumo_ha": -0.10732, "molar_mass_g_mol": 166.2, "orbital_gap_ev": 9.2267, "spin_multiplicity": 1, "charge": 1}